ORCA calculation (the ωB97M-V functional and the def2-TZVPD basis) on C3H5NO2 as an isolated structure at a distorted geometry.

## Properties
Frontier orbital gap ... 0.36269 Eh
Strongest force on any atom ... 1.7 eV/A
Highest occupied orbital energy ... -0.33351 Eh
Energy relative to the best compared isomer or geometry (same formula, charge and spin) ... 447.2 kJ/mol

Structure (ORCA input):
```
! wB97M-V def2-TZVPD RIJCOSX def2/J DEFGRID3
* xyz 0 1
C 1.026 0.855 1.427
C -0.718 -0.067 1.037
O -0.223 1.092 0.587
O -0.799 -0.984 0.071
C -0.786 -0.705 -1.280
N -0.812 -1.687 -2.063
H 0.827 1.086 2.476
H 1.482 -0.153 1.368
H 1.666 1.556 0.919
H -0.806 0.357 -1.520
H -0.858 -1.350 -3.022
*
```

Löwdin atomic charges, in units of e: -0.043, -0.148, -0.130, -0.017, -0.267, 0.137, 0.091, 0.099, 0.090, 0.131, 0.057

***

ORCA calculation (the ωB97M-V functional and the def2-TZVPD basis) on a single C3H5NO2 molecule.

## Properties
Frontier orbital gap ... 0.41939 Eh
Strongest force on any atom ... 0.9 eV/A
Highest occupied orbital energy ... -0.40524 Eh
Energy relative to the best compared isomer or geometry (same formula, charge and spin) ... 149.7 kJ/mol
Structure (SMILES) ... N#C[C@H](O)CO

Structure (ORCA input):
```
! wB97M-V def2-TZVPD RIJCOSX def2/J DEFGRID3
* xyz 0 1
O -1.080 -0.523 1.294
C -0.834 -0.189 -0.068
C 0.532 0.517 -0.049
O 1.417 -0.251 0.717
C 1.080 0.680 -1.407
N 1.509 0.869 -2.462
H -1.488 -1.394 1.337
H -0.767 -1.086 -0.696
H -1.630 0.457 -0.455
H 0.420 1.530 0.368
H 0.841 -0.608 1.420
*
```

Löwdin atomic charges, in units of e: -0.062, -0.185, -0.375, -0.011, -0.149, 0.164, 0.105, 0.135, 0.130, 0.156, 0.091

***

ORCA calculation (the ωB97M-V functional and the def2-TZVPD basis) on a single C3H5NO2 molecule at a distorted geometry.

## Properties
Frontier orbital gap ... 0.36743 Eh
Strongest force on any atom ... 1.3 eV/A
Highest occupied orbital energy ... -0.34500 Eh
Energy relative to the best compared isomer or geometry (same formula, charge and spin) ... 206.5 kJ/mol
Structure (SMILES) ... O=C1NC[C@@H]1O

Structure (ORCA input):
```
! wB97M-V def2-TZVPD RIJCOSX def2/J DEFGRID3
* xyz 0 1
O 0.384 1.761 -0.880
C 0.352 0.701 0.052
C -0.898 -0.122 -0.141
N -0.282 -1.319 0.346
C 1.038 -0.939 0.218
O 2.023 -1.612 0.354
H 0.474 2.631 -0.449
H 0.433 1.096 1.065
H -1.733 0.245 0.449
H -1.140 -0.196 -1.203
H -0.651 -2.247 0.189
*
```

Löwdin atomic charges, in units of e: -0.025, -0.208, -0.183, 0.050, -0.340, 0.081, 0.105, 0.133, 0.117, 0.125, 0.145

***

ORCA calculation (the ωB97M-V functional and the def2-TZVPD basis) on a 2-piece molecular cluster, C3H5NO2 overall.

## Properties
Frontier orbital gap ... 0.33369 Eh
Strongest force on any atom ... 0.5 eV/A
Highest occupied orbital energy ... -0.34250 Eh
Energy relative to the best compared isomer or geometry (same formula, charge and spin) ... 311.0 kJ/mol

Structure (ORCA input):
```
! wB97M-V def2-TZVPD RIJCOSX def2/J DEFGRID3
* xyz 0 1
C -1.055 -0.059 0.016
C 0.449 0.109 0.075
N -1.454 -1.351 -0.050
C 1.198 1.283 -0.091
O 1.210 -0.884 0.394
O -1.792 0.908 0.022
H 1.987 0.166 0.516
H -0.790 -2.101 0.061
H -2.440 -1.554 -0.090
H 1.921 1.217 -0.904
H 0.766 2.265 0.051
*
```

Löwdin atomic charges, in units of e: -0.477, -0.374, 0.182, -0.008, 0.000, 0.082, 0.223, 0.104, 0.119, 0.080, 0.069

***

ORCA calculation (the ωB97M-V functional and the def2-TZVPD basis) on a 2-piece molecular cluster, C3H5NO2 overall.

## Properties
Frontier orbital gap ... 0.37984 Eh
Strongest force on any atom ... 0.7 eV/A
Highest occupied orbital energy ... -0.38928 Eh
Energy relative to the best compared isomer or geometry (same formula, charge and spin) ... 292.8 kJ/mol
Structure (SMILES) ... [H]/N=C1\OCC1=O.[H][H]

Structure (ORCA input):
```
! wB97M-V def2-TZVPD RIJCOSX def2/J DEFGRID3
* xyz 0 1
O -1.934 0.134 0.265
C -0.816 0.334 -0.095
C -0.097 0.607 -1.420
O 1.144 0.719 -0.681
C 0.564 0.456 0.545
N 1.043 0.368 1.696
H -1.074 -2.056 1.099
H -0.441 -2.410 0.938
H -0.073 -0.225 -2.129
H -0.369 1.543 -1.915
H 2.051 0.529 1.698
*
```

Löwdin atomic charges, in units of e: 0.125, -0.319, -0.048, -0.001, -0.385, 0.199, 0.040, 0.052, 0.131, 0.130, 0.076

***

ORCA calculation (the ωB97M-V functional and the def2-TZVPD basis) on a single C3H5NO2 molecule at a distorted geometry.

## Properties
Frontier orbital gap (alpha / beta) ... 0.31675 / 0.31633 Eh
Strongest force on any atom ... 4.3 eV/A
Highest occupied orbital energy (alpha / beta) ... -0.32293 / -0.32379 Eh
Energy relative to the best compared isomer or geometry (same formula, charge and spin) ... 921.4 kJ/mol

Structure (ORCA input):
```
! wB97M-V def2-TZVPD RIJCOSX def2/J DEFGRID3
* xyz 0 1
C 2.336 -0.778 -0.131
C -0.096 0.962 -0.580
C 0.928 -0.928 0.327
N 4.035 0.799 0.015
O 3.101 0.136 -0.022
O 0.011 -0.425 -0.633
H -0.475 1.240 0.370
H -0.678 1.148 -1.548
H 0.810 1.374 -0.651
H 0.761 -0.366 1.211
H 0.682 -1.949 0.552
*
```

Löwdin atomic charges, in units of e: 0.016, -0.096, -0.195, 0.152, -0.177, -0.181, 0.084, 0.139, 0.031, 0.107, 0.119

***

ORCA calculation (the ωB97M-V functional and the def2-TZVPD basis) on a single C3H5NO2S molecule at a distorted geometry.

## Properties
Frontier orbital gap ... 0.34323 Eh
Strongest force on any atom ... 2.2 eV/A
Highest occupied orbital energy ... -0.33077 Eh
Energy relative to the best compared isomer or geometry (same formula, charge and spin) ... 286.5 kJ/mol
Structure (SMILES) ... OC/C=N\OC=S

Structure (ORCA input):
```
! wB97M-V def2-TZVPD RIJCOSX def2/J DEFGRID3
* xyz 0 1
C 1.290 -0.698 0.146
C 0.793 0.675 0.048
C -2.604 0.388 0.046
H 2.840 -0.595 -0.894
H 0.799 -1.343 -0.589
H 1.013 -1.063 1.154
H 1.502 1.492 0.031
H -2.736 1.450 0.046
N -0.404 1.052 -0.001
O 2.675 -0.733 0.007
O -1.346 -0.006 0.006
S -3.823 -0.618 -0.002
*
```

Löwdin atomic charges, in units of e: -0.250, -0.122, -0.783, 0.063, 0.135, 0.148, 0.133, 0.060, 0.079, -0.024, -0.157, 0.717

***

ORCA calculation (the ωB97M-V functional and the def2-TZVPD basis) on a single C3H5NO2S molecule at a distorted geometry.

## Properties
Frontier orbital gap ... 0.33948 Eh
Strongest force on any atom ... 6.6 eV/A
Highest occupied orbital energy ... -0.36082 Eh
Energy relative to the best compared isomer or geometry (same formula, charge and spin) ... 197.9 kJ/mol
Structure (SMILES) ... C[C@@H]1OC(=O)NS1

Structure (ORCA input):
```
! wB97M-V def2-TZVPD RIJCOSX def2/J DEFGRID3
* xyz 0 1
C -1.322 -0.757 0.372
C -0.668 -0.122 -0.732
C 1.693 0.131 -0.115
H -0.880 -0.328 1.282
H -1.362 -1.991 0.404
H -2.426 -0.495 0.705
H -1.080 -0.236 -1.711
H 1.699 1.872 0.576
N 1.107 1.126 0.755
O 2.854 -0.110 -0.355
O 0.728 -0.704 -0.673
S -0.344 1.613 -0.508
*
```

Löwdin atomic charges, in units of e: -0.162, -0.653, -0.614, 0.063, 0.154, 0.117, 0.102, 0.028, -0.045, 0.122, -0.065, 0.954

***

Look up the strongest force on any atom of the seventh one. 2.2 eV/A

***

What is the strongest force on any atom in the second record? 0.9 eV/A